{
  "formula": "C13H16F6N3O8S6W",
  "method": "wB97M-V/def2-TZVPD",
  "energy_ev": -117703.3890,
  "homo_lumo_gap_ev": [6.021, 6.017],
  "largest_force_ev_per_a": 1.1,
  "total_charge": 3,
  "homo_energy_ev": [-17.716, -17.709],
  "de_lowest_kj_mol": 47.0,
  "multiplicity": 1,
  "symbols": ["W", "C", "N", "C", "C", "O", "C", "O", "C", "C", "O", "N", "C", "C", "H", "H", "H", "H", "H", "H", "H", "H", "H", "H", "H", "H", "H", "H", "H", "H", "O", "C", "S", "C", "C", "S", "S", "S", "F", "C", "F", "F", "S", "O", "O", "N", "S", "O", "O", "C", "F", "F", "F"],
  "positions_angstrom": [[-0.3408, -0.1848, 0.4407], [3.2810, 3.2128, -1.4754], [1.9225, 2.6251, -1.5285], [0.9223, 3.3471, -2.3465], [1.6299, 1.5434, -0.8924], [0.4533, 1.0153, -0.9491], [2.6356, 0.8068, -0.0439], [1.9243, -0.2409, 0.6688], [2.4320, -1.5827, 0.4472], [1.5224, -2.2149, -0.5956], [0.5070, -1.4988, -0.9300], [1.7679, -3.3659, -1.1314], [2.9676, -4.1658, -0.8050], [0.8920, -3.9590, -2.1636], [3.3866, 3.8665, -2.3359], [4.0406, 2.4372, -1.5406], [3.3890, 3.7957, -0.5618], [1.1932, 3.2347, -3.3946], [0.9640, 4.3963, -2.0623], [-0.0649, 2.9436, -2.1539], [3.1193, 1.4526, 0.6892], [3.3975, 0.3606, -0.6851], [2.3909, -2.1182, 1.3955], [3.4693, -1.5301, 0.1213], [3.4337, -3.8240, 0.1142], [3.6706, -4.1035, -1.6338], [2.6497, -5.1971, -0.6712], [0.1030, -3.2644, -2.4261], [0.4833, -4.8865, -1.7677], [1.5064, -4.1730, -3.0361], [-3.9472, -3.1816, 5.2344], [-3.2700, -2.7496, 4.3876], [-3.5416, -3.0492, 2.6138], [-2.1584, -2.2151, 2.0902], [-1.2963, -1.6225, 3.0973], [0.1289, -0.8512, 2.6680], [-1.7282, -1.8136, 4.7238], [-1.6839, -2.1892, 0.4963], [-1.5275, 3.1050, 3.4881], [-2.5689, 2.7249, 2.7990], [-3.1882, 1.7253, 3.3587], [-3.3442, 3.7043, 2.4822], [-1.7705, 2.0279, 1.1245], [-2.1221, 0.4738, 1.0689], [-0.2991, 1.8734, 1.3823], [-2.0087, 2.7186, -0.2020], [-3.5874, 2.4968, -0.7244], [-4.3443, 2.1214, 0.4298], [-3.9799, 3.5173, -1.6116], [-3.4040, 0.9045, -1.7381], [-4.1769, -0.0280, -1.2225], [-2.1158, 0.4286, -1.7128], [-3.7147, 1.1503, -2.9801]],
  "forces_ev_per_angstrom": [[1.015, 0.162, 0.447], [-0.186, -0.072, -0.033], [0.127, -0.007, -0.061], [0.096, -0.089, 0.143], [-0.226, 0.119, -0.061], [-0.075, -0.108, 0.032], [0.025, 0.012, 0.084], [0.035, -0.247, -0.103], [-0.012, 0.035, -0.061], [0.043, -0.022, -0.113], [-0.282, -0.224, -0.080], [0.120, -0.035, 0.031], [-0.182, 0.128, -0.023], [0.088, 0.116, 0.102], [0.042, 0.014, 0.016], [0.030, 0.019, 0.031], [0.055, 0.025, -0.011], [-0.033, 0.025, -0.016], [-0.025, 0.015, -0.033], [-0.010, 0.032, -0.035], [-0.056, 0.018, 0.007], [0.026, 0.033, 0.031], [-0.014, 0.040, 0.012], [0.001, -0.038, 0.017], [0.029, -0.007, 0.003], [0.029, -0.043, 0.010], [0.050, -0.018, -0.012], [-0.015, -0.032, -0.015], [-0.031, -0.015, -0.049], [-0.033, -0.033, -0.020], [-0.144, 0.148, 0.037], [0.314, -0.326, -0.061], [-0.167, 0.041, 0.097], [0.127, 0.072, 0.247], [-0.164, -0.156, -0.120], [-0.020, 0.229, -0.040], [-0.158, 0.029, 0.150], [-0.023, 0.126, -0.246], [-0.022, 0.006, 0.045], [0.117, -0.008, -0.407], [-0.059, -0.076, 0.020], [-0.007, 0.042, 0.048], [0.790, -0.765, 0.118], [-0.199, 0.507, -0.065], [-0.401, 0.059, -0.129], [-0.481, 0.194, 0.151], [-0.453, 0.062, -0.107], [-0.025, -0.062, 0.124], [0.347, -0.065, 0.001], [-0.066, 0.043, -0.156], [0.044, 0.056, -0.032], [0.007, 0.100, 0.051], [0.016, -0.056, 0.037]],
  "lowdin_charge": [1.450, 0.047, -0.061, 0.061, -0.331, -0.149, -0.003, -0.307, -0.050, -0.360, -0.222, -0.074, 0.046, 0.051, 0.117, 0.107, 0.124, 0.125, 0.123, 0.081, 0.171, 0.160, 0.142, 0.155, 0.098, 0.124, 0.120, 0.098, 0.119, 0.122, 0.120, -0.834, 1.138, -1.058, -1.050, 0.875, 1.126, 0.884, 0.221, -0.654, 0.222, 0.249, 0.801, -0.542, -0.399, -0.260, 0.690, -0.255, -0.171, -0.630, 0.178, 0.049, 0.214]
}